Entry 1:
The following is a DFT calculation (ωB97M-V/def2-TZVPD) of one molecule with the formula C5H8N2O at a distorted geometry.

Values from the calculation:
**Multiplicity**: 1
**Energy relative to the best compared isomer or geometry (same formula, charge and spin)**: 83.44 kcal per mole
**HOMO level**: -8.84 eV
**Structure (SMILES)**: [H]/N=N/C(=C)C1(O)CC1
**LUMO energy**: 0.17 eV
**E**: -10339.1080 eV
**Gap between HOMO and LUMO**: 9.0132 eV

CARTESIAN COORDINATES (ANGSTROEM)
C: -0.544 0.593 0.166
C: 0.022 1.106 1.460
C: 0.775 1.543 0.247
C: -0.232 -0.776 -0.276
C: -1.127 -1.623 -0.810
O: -1.770 1.099 -0.218
N: 1.099 -1.097 -0.062
N: 1.690 -1.844 -0.871
H: -1.858 1.012 -1.178
H: 2.639 -2.034 -0.511
H: 0.490 0.390 2.116
H: -0.590 1.845 1.961
H: 0.594 2.531 -0.149
H: 1.797 1.224 0.124
H: -0.808 -2.585 -1.174
H: -2.178 -1.386 -0.826

Atom charges from the Löwdin analysis, given in e for atoms 1 to 8:
1. C -0.446
2. C -0.086
3. C -0.048
4. C -0.320
5. C 0.098
6. O 0.031
7. N -0.024
8. N 0.107

Entry 2:
The following is a DFT calculation (ωB97M-V/def2-TZVPD) of C5H8S as an isolated structure at a distorted geometry.

Values from the calculation:
**Multiplicity**: 1
**Energy relative to the best compared isomer or geometry (same formula, charge and spin)**: 45.34 kcal per mole
**HOMO level**: -7.94 eV
**LUMO energy**: 0.94 eV
**E**: -16147.6714 eV
**Gap between HOMO and LUMO**: 8.8775 eV

CARTESIAN COORDINATES (ANGSTROEM)
C: -0.874 1.294 0.056
C: -2.157 0.931 -0.171
C: -0.258 -0.142 0.093
C: 0.420 -0.615 1.232
C: 0.346 -0.572 -1.218
S: -2.042 -0.762 -0.002
H: -0.282 2.227 0.267
H: -3.070 1.441 -0.392
H: 0.437 -1.671 1.241
H: -0.248 -0.311 2.050
H: 1.481 -0.187 1.380
H: 0.233 0.079 -1.993
H: -0.284 -1.465 -1.608
H: 1.354 -0.965 -1.061

Atom charges from the Löwdin analysis, given in e for atoms 1 to 8:
1. C -0.142
2. C -0.434
3. C -0.769
4. C -0.133
5. C -0.105
6. S 0.906
7. H 0.118
8. H 0.056

Entry 3:
The following is a DFT calculation (ωB97M-V/def2-TZVPD) of a 2-piece molecular cluster, C3H5Cl overall at a distorted geometry.

Values from the calculation:
**Multiplicity**: 1
**Energy relative to the best compared isomer or geometry (same formula, charge and spin)**: 106.04 kcal per mole
**HOMO level (spin up / spin down)**: -8.99 / -10.51 eV
**LUMO energy (spin up / spin down)**: -3.41 / -1.51 eV
**E**: -15709.2477 eV
**Gap between HOMO and LUMO (spin up / spin down)**: 5.5844 / 9.0058 eV

CARTESIAN COORDINATES (ANGSTROEM)
C: -0.451 -0.016 0.679
C: 0.118 0.535 -0.681
C: 0.645 -0.611 -0.052
Cl: 0.033 -3.194 -1.699
H: -0.142 0.648 1.575
H: -1.439 -0.298 1.093
H: -0.626 0.508 -1.469
H: 0.719 1.442 -0.726
H: 0.869 -1.597 -0.532

Atom charges from the Löwdin analysis, given in e for atoms 1 to 8:
1. C -0.125
2. C -0.141
3. C -0.035
4. Cl -0.112
5. H 0.131
6. H 0.117
7. H 0.110
8. H 0.112

Entry 4:
The following is a DFT calculation (ωB97M-V/def2-TZVPD) of a 2-piece molecular cluster, C26H31N3S2 overall at a distorted geometry.

Values from the calculation:
**Multiplicity**: 1
**HOMO level**: -6.16 eV
**LUMO energy**: -0.90 eV
**E**: -53605.1683 eV
**Gap between HOMO and LUMO**: 5.2617 eV

CARTESIAN COORDINATES (ANGSTROEM)
C: -2.676 1.128 -3.771
N: -1.759 0.071 -3.377
C: -2.241 -1.267 -3.668
C: -0.395 0.311 -3.351
S: 0.196 1.771 -3.954
S: 0.651 -0.833 -2.687
H: -2.372 2.082 -3.329
H: -2.727 1.239 -4.864
H: -3.666 0.851 -3.391
H: -1.554 -2.007 -3.252
H: -3.226 -1.376 -3.202
H: -2.354 -1.429 -4.752
C: -4.339 0.971 1.680
C: -4.660 2.387 1.212
N: -3.668 2.849 0.279
C: -3.846 4.002 -0.577
C: -2.493 4.123 -1.324
C: -1.632 3.069 -0.711
C: -0.346 2.645 -0.937
C: 0.181 1.532 -0.195
C: 1.430 1.003 -0.589
C: 2.145 -0.060 0.034
C: 3.581 -0.046 -0.011
C: 4.293 -1.041 0.621
C: 3.572 -2.059 1.277
N: 4.401 -2.974 1.824
C: 3.930 -4.209 2.389
C: 2.524 -4.034 2.958
C: 1.556 -3.317 2.003
C: 2.175 -2.156 1.301
C: 1.477 -1.171 0.619
C: 5.785 -2.730 1.476
C: 5.748 -1.334 0.796
C: -0.586 1.014 0.900
C: -1.917 1.357 1.069
C: -2.400 2.388 0.252
C: -2.862 0.755 2.056
H: -4.968 0.731 2.540
H: -4.601 0.272 0.878
H: -5.635 2.425 0.710
H: -4.711 3.070 2.080
H: -4.703 3.856 -1.254
H: -4.050 4.909 0.018
H: -2.638 3.973 -2.402
H: -2.072 5.128 -1.191
H: 0.260 3.124 -1.710
H: 1.942 1.531 -1.396
H: 4.089 0.767 -0.534
H: 3.925 -5.000 1.616
H: 4.639 -4.514 3.168
H: 2.117 -5.016 3.211
H: 2.588 -3.458 3.888
H: 1.162 -4.029 1.262
H: 0.685 -2.959 2.564
H: 0.401 -1.288 0.491
H: 6.421 -2.759 2.371
H: 6.156 -3.502 0.781
H: 6.293 -1.344 -0.153
H: 6.240 -0.603 1.452
H: -0.135 0.330 1.618
H: -2.671 1.169 3.058
H: -2.659 -0.318 2.128

Atom charges from the Löwdin analysis, given in e for atoms 1 to 8:
1. C -0.134
2. N -0.312
3. C -0.112
4. C -1.287
5. S 0.524
6. S 0.596
7. H 0.023
8. H 0.086

Entry 5:
The following is a DFT calculation (ωB97M-V/def2-TZVPD) of a 2-piece molecular cluster, C5H9N2 overall at a distorted geometry.

Values from the calculation:
**Multiplicity**: 1
**Energy relative to the best compared isomer or geometry (same formula, charge and spin)**: 238.53 kcal per mole
**HOMO level (spin up / spin down)**: -11.58 / -10.87 eV
**LUMO energy (spin up / spin down)**: -3.61 / -5.31 eV
**E**: -8295.3888 eV
**Total charge**: +1
**Gap between HOMO and LUMO (spin up / spin down)**: 7.9719 / 5.5581 eV

CARTESIAN COORDINATES (ANGSTROEM)
C: 0.716 -1.594 -2.627
C: 1.049 -3.426 -1.655
C: 0.773 -2.006 -1.363
C: -0.249 2.600 1.159
C: -0.314 0.164 1.634
N: 0.506 -3.043 -2.760
N: -0.994 1.305 1.068
H: 0.419 -0.806 -3.277
H: 1.165 -4.356 -1.151
H: -0.856 3.414 0.765
H: -0.005 2.805 2.199
H: 0.674 2.528 0.588
H: -0.355 0.059 2.701
H: 0.554 -0.183 1.100
H: -1.895 1.422 1.545
H: -1.186 1.118 0.074

Atom charges from the Löwdin analysis, given in e for atoms 1 to 8:
1. C -0.094
2. C -0.097
3. C -0.044
4. C 0.011
5. C 0.128
6. N 0.091
7. N -0.050
8. H 0.083

- Which of these has the highest E?
  C5H9N2

- Which value of multiplicity does entry 1 give?
  1

- What is the E in the second record?
  -16147.6714 eV